C16H40N6O6P2S | ωB97M-V with the def2-TZVPD basis set

CARTESIAN COORDINATES (ANGSTROEM)
C -0.01035 -0.92092 2.28901
C -1.13254 -0.67999 1.87916
C -2.64266 -0.76250 1.44898
C -3.42274 -0.78312 2.85636
O -3.91085 -2.12020 3.07762
S -3.06845 -3.19028 2.13379
O -4.03214 -4.23909 1.87350
O -1.79286 -3.60996 2.68133
O -2.80840 -2.09970 0.89789
H 0.90513 -1.31575 2.79026
H -2.91958 0.05691 0.73500
H -4.20897 0.02528 2.78589
H -2.65860 -0.56667 3.65633
C 4.24387 -3.12563 -0.43369
N 3.98657 -2.52860 0.86312
C 3.30867 -1.24233 0.71449
P 4.86025 -2.72801 2.34141
O 3.59429 -2.68516 3.19631
N 5.14730 -4.40598 2.62615
C 5.22180 -5.42427 1.59527
C 4.55844 -4.99589 3.82714
N 6.40773 -2.66816 1.48580
C 7.56230 -3.02088 2.35354
C 6.73317 -1.31634 0.97159
H 5.15649 -2.75500 -0.91684
H 3.41900 -2.92598 -1.12349
H 4.29450 -4.20988 -0.39476
H 4.00377 -0.44147 0.43035
H 2.82982 -0.94036 1.64600
H 2.51636 -1.28494 -0.03571
H 4.22935 -5.69150 1.21503
H 5.68146 -6.33777 1.98811
H 5.86778 -5.12464 0.76840
H 3.49331 -5.21282 3.69059
H 4.67500 -4.33216 4.68436
H 5.06598 -5.92832 4.09413
H 7.62178 -2.36258 3.22562
H 8.49826 -2.94569 1.79377
H 7.51704 -4.04779 2.70999
H 6.67410 -0.56027 1.75953
H 6.06894 -1.01572 0.16183
H 7.73682 -1.29468 0.54200
C -3.99201 5.38298 -0.96898
N -3.15168 4.30652 -1.45927
C -1.73839 4.61373 -1.23606
P -3.46802 3.18030 -2.73453
O -2.78003 2.02903 -2.00721
N -5.05366 2.52251 -2.53901
C -6.15047 3.18228 -1.85621
C -5.16266 1.08217 -2.31848
N -4.18184 4.45006 -3.73773
C -4.84708 3.91850 -4.95676
C -3.17899 5.41173 -4.25530
H -4.10839 6.21049 -1.67962
H -3.57825 5.81163 -0.05170
H -4.98110 5.04397 -0.67517
H -1.35000 5.32272 -1.97847
H -1.12452 3.71325 -1.29430
H -1.56857 5.03604 -0.24334
H -6.03472 3.14220 -0.76679
H -7.10357 2.70273 -2.10433
H -6.27116 4.21765 -2.17862
H -4.93568 0.81345 -1.28004
H -4.48914 0.53483 -2.97832
H -6.17098 0.72577 -2.55091
H -4.15051 3.34051 -5.57149
H -5.25023 4.73635 -5.55958
H -5.69750 3.28145 -4.72305
H -2.35818 4.90181 -4.76711
H -2.75487 6.02713 -3.46236
H -3.63894 6.11698 -4.95044

* structure (SMILES): C#C[C@@H]1COS(=O)(=O)O1.CN(C)P(=O)(N(C)C)N(C)C.CN(C)P(=O)(N(C)C)N(C)C
* frontier orbital gap: 7.43 eV
* LUMO energy: -0.76 eV
* HOMO: -8.19 eV

The net atomic charges from Mulliken, expressed in e, are:
1 C 0.673
2 C -1.337
3 C 0.420
4 C -0.309
5 O -0.316
6 S 1.055
7 O -0.567
8 O -0.474
9 O -0.314
10 H 0.415
11 H 0.142
12 H 0.311
13 H 0.307
14 C -0.760
15 N 0.073
16 C -0.985
17 P 0.921
18 O -0.784
19 N 0.185
20 C -1.241
21 C -1.020
22 N -0.117
23 C -1.054
24 C -1.075
25 H 0.276
26 H 0.394
27 H 0.173
28 H 0.243
29 H 0.184
30 H 0.405
31 H 0.313
32 H 0.432
33 H 0.365
34 H 0.302
35 H 0.332
36 H 0.311
37 H 0.363
38 H 0.402
39 H 0.310
40 H 0.379
41 H 0.256
42 H 0.398
43 C -0.763
44 N 0.063
45 C -1.057
46 P 0.953
47 O -0.822
48 N 0.215
49 C -1.209
50 C -1.006
51 N -0.121
52 C -1.047
53 C -1.061
54 H 0.275
55 H 0.384
56 H 0.176
57 H 0.268
58 H 0.280
59 H 0.401
60 H 0.297
61 H 0.413
62 H 0.366
63 H 0.275
64 H 0.307
65 H 0.325
66 H 0.361
67 H 0.406
68 H 0.308
69 H 0.371
70 H 0.257
71 H 0.394

***

C5H8O2 | ωB97M-V with the def2-TZVPD basis set

CARTESIAN COORDINATES (ANGSTROEM)
C -1.49242 -0.16144 1.05182
C -0.11320 0.30377 0.64436
C 0.20190 0.87129 -0.78536
O -0.65981 0.45929 -1.80119
C 1.49367 0.02020 -0.74811
O 0.97228 -1.28827 -0.91154
C 1.00556 -0.70913 0.42000
H -1.44692 -0.57388 2.06686
H -1.85458 -0.94084 0.37657
H -2.21773 0.65808 1.05825
H 0.28377 1.04176 1.35747
H 0.30641 1.95395 -0.86135
H -0.45839 -0.48921 -1.89855
H 2.49449 0.25204 -1.08907
H 1.47504 -1.38143 1.12822

* energy relative to the best compared isomer or geometry (same formula, charge and spin): 57.4 kcal/mol
* structure (SMILES): C[C@@H]1[C@H](O)[C@@H]2O[C@H]12
* frontier orbital gap: 10.74 eV
* LUMO energy: 1.02 eV
* HOMO: -9.72 eV

The net atomic charges from Mulliken, expressed in e, are:
1 C -1.376
2 C 0.364
3 C -0.349
4 O -0.565
5 C -0.164
6 O -0.502
7 C -0.470
8 H 0.366
9 H 0.290
10 H 0.357
11 H 0.324
12 H 0.448
13 H 0.380
14 H 0.434
15 H 0.462

***

C20H17BClN5O2V | ωB97M-V with the def2-TZVPD basis set

CARTESIAN COORDINATES (ANGSTROEM)
V -0.05832 -0.37087 -0.88734
N 0.14134 4.81862 0.88437
C 0.54016 3.96541 -0.09924
C 0.07288 2.63508 -0.12883
N 0.49861 1.77767 -1.04059
C 1.38258 2.22903 -1.94880
C 1.81900 3.53545 -1.91273
N 1.40711 4.41055 -1.00046
H -0.71141 4.61849 1.37780
H 0.36848 5.78953 0.74807
H -0.65355 2.28747 0.59180
H 1.74118 1.53560 -2.69311
H 2.52883 3.89654 -2.64629
C 0.96198 -0.94500 0.84580
C 2.07598 -0.00316 1.00262
C 2.00021 1.05917 1.91425
C 2.97957 2.02896 1.96925
C 4.08023 1.95275 1.11311
C 4.19854 0.87875 0.22956
C 3.20968 -0.08295 0.18171
C 5.08223 2.96561 1.14439
N 5.89002 3.78385 1.16491
H 0.28234 -0.94902 1.69975
H 1.29965 -1.96812 0.66437
H 1.14525 1.12543 2.57652
H 2.89892 2.85285 2.66568
H 5.06264 0.81059 -0.41801
H 3.30465 -0.90745 -0.51584
O -1.83566 -2.33995 0.69517
B -1.73431 -1.58030 -0.47319
O -2.76200 -1.92306 -1.36530
C -3.52209 -2.85425 -0.70968
C -4.66292 -3.49517 -1.13794
C -5.23035 -4.41555 -0.26011
C -4.67055 -4.67130 0.98446
C -3.51608 -4.01821 1.41117
C -2.96150 -3.10960 0.53805
H -5.09376 -3.28670 -2.10700
H -6.12876 -4.94046 -0.55581
H -5.14143 -5.39201 1.63928
H -3.07402 -4.20832 2.37887
Cl 1.19300 -1.06490 -2.80302
C 0.05948 -2.17632 -1.83484
H 0.69594 -2.94560 -1.40728
H -0.63213 -2.57446 -2.57036
N -2.71558 0.91254 0.28370
C -1.81608 0.35278 -0.18884

* energy relative to the best compared isomer or geometry (same formula, charge and spin): 0.0 kcal/mol
* frontier orbital gap (spin up / spin down): 7.60 / 7.69 eV
* LUMO energy (spin up / spin down): -0.86 / -0.71 eV
* HOMO (spin up / spin down): -8.47 / -8.41 eV
* spin multiplicity: 2

The net atomic charges from Mulliken, expressed in e, are:
1 V -0.053
2 N -0.455
3 C 0.327
4 C -0.074
5 N 0.309
6 C -0.377
7 C -0.452
8 N -0.621
9 H 0.237
10 H 0.273
11 H 0.225
12 H 0.300
13 H 0.395
14 C -1.064
15 C 0.562
16 C -0.403
17 C -0.758
18 C 0.607
19 C -0.860
20 C -0.398
21 C -0.041
22 N -0.522
23 H 0.493
24 H 0.425
25 H 0.452
26 H 0.487
27 H 0.475
28 H 0.381
29 O -0.663
30 B 1.978
31 O -0.557
32 C 0.582
33 C -1.087
34 C -0.498
35 C -0.577
36 C -0.897
37 C 0.783
38 H 0.482
39 H 0.377
40 H 0.379
41 H 0.482
42 Cl -0.254
43 C -0.840
44 H 0.449
45 H 0.508
46 N -0.768
47 C 0.251

***

C5H13O2Tl | ωB97M-V with the def2-TZVPD basis set

CARTESIAN COORDINATES (ANGSTROEM)
Tl -1.56607 -0.88724 1.36534
C -3.71502 3.42116 -0.98955
C -3.85835 2.36550 0.26262
O -2.85854 1.84236 0.71240
H -3.08561 4.21132 -0.56558
H -4.72836 3.72843 -1.23439
H -3.23054 2.95641 -1.84511
H -4.42961 1.53909 -0.32223
H -4.51114 2.78016 1.04293
C 3.55921 -1.59738 1.05436
C 2.33809 -1.36394 0.17200
C 2.44131 -2.21435 -1.08445
O 1.13191 -1.68236 0.91367
H 4.45562 -1.17830 0.59848
H 3.75913 -2.66762 1.15719
H 3.43320 -1.17412 2.05045
H 2.25999 -0.32046 -0.12592
H 1.66412 -1.88115 -1.78072
H 2.36964 -3.29000 -0.94014
H 3.37665 -1.96977 -1.58842
H 1.19436 -2.61771 1.14708

* energy relative to the best compared isomer or geometry (same formula, charge and spin): 29.3 kcal/mol
* frontier orbital gap: 2.68 eV
* net charge: +2
* LUMO energy: -13.65 eV
* HOMO: -16.33 eV

The net atomic charges from Mulliken, expressed in e, are:
1 Tl 0.916
2 C -0.660
3 C -0.035
4 O -0.074
5 H 0.329
6 H 0.362
7 H 0.368
8 H 0.334
9 H 0.370
10 C -1.265
11 C 0.313
12 C -1.246
13 O -0.495
14 H 0.382
15 H 0.357
16 H 0.344
17 H 0.271
18 H 0.307
19 H 0.388
20 H 0.376
21 H 0.358

***

Strongest force on any atom values, unit Eh/bohr, following the record order: 0.16526 0.00932 0.01227 0.08781.